DFT (ωB97M-V/def2-TZVPD) results for a cluster of 13 separate species, C146H122N4O19 in total in a non-equilibrium geometry.

```
291
Properties=species:S:1:pos:R:3
C -3.37753 -3.42610 2.59165
C -2.82283 -2.14983 1.99116
N -3.59532 -0.86830 2.17036
C -3.42977 -0.39758 3.58728
C -4.59128 0.41949 4.11475
C -3.33775 0.23420 1.22094
C -3.93532 -0.16951 -0.17434
H -2.66549 -4.18719 2.27253
H -4.38144 -3.66590 2.24129
H -3.46268 -3.40729 3.67816
H -1.81592 -2.01838 2.38733
H -2.68069 -2.23631 0.91394
H -3.38316 -1.19767 4.32605
H -2.55813 0.24100 3.73064
H -4.62340 1.36754 3.57785
H -5.50276 -0.15393 3.94591
H -4.39314 0.66317 5.15852
H -2.31625 0.57192 1.04603
H -3.84895 1.17363 1.43128
H -4.11774 0.64491 -0.87544
H -4.79385 -0.84049 -0.14559
H -3.14258 -0.65887 -0.74019
C 2.62437 5.68926 -1.87691
C 1.38776 6.50737 -1.52114
N 1.16698 7.73344 -2.38503
C 0.97752 7.35695 -3.77678
C 1.16832 8.56393 -4.68697
C -0.11012 8.46038 -1.97002
C 0.05435 9.03793 -0.50037
H 2.34262 4.87420 -2.54353
H 2.94879 5.21439 -0.95098
H 3.45373 6.25269 -2.30446
H 0.52812 5.83951 -1.46561
H 1.55333 6.88441 -0.51191
H 1.76116 6.65376 -4.05881
H 0.01292 6.87486 -3.93566
H 0.93876 8.12646 -5.65858
H 0.43589 9.34402 -4.47933
H 2.15525 9.01850 -4.60075
H -0.93144 7.74386 -1.98160
H -0.51044 9.19213 -2.67172
H 0.91462 9.70253 -0.42084
H 0.20421 8.24218 0.22930
H -0.89605 9.50723 -0.24621
C -1.89939 -6.56204 -1.14470
C -2.83538 -5.57587 -1.95497
N -2.09390 -4.84008 -3.03812
C -1.67837 -5.79296 -4.09391
C -0.48142 -5.31475 -4.83150
C -2.68166 -3.58410 -3.55549
C -3.26058 -2.65595 -2.59677
H -1.39238 -5.95271 -0.39653
H -1.13398 -7.02527 -1.76734
H -2.41155 -7.38823 -0.65154
H -3.63000 -6.18986 -2.37886
H -3.18861 -4.89815 -1.17779
H -1.53349 -6.80199 -3.70795
H -2.47262 -5.93360 -4.82705
H 0.48196 -5.32532 -4.32171
H -0.31217 -6.01775 -5.64711
H -0.54650 -4.37379 -5.37781
H -3.54587 -3.77511 -4.19168
H -1.81337 -3.05760 -3.95168
H -2.73750 -2.76840 -1.64712
H -4.21482 -3.10275 -2.31766
H -3.29947 -1.63892 -2.98694
O -2.69682 2.45140 -9.76926
C -2.64433 1.95296 -8.63294
N -3.76285 1.80359 -7.92857
C -1.31015 1.37497 -8.03199
H -3.94855 1.18124 -7.15508
H -4.60003 2.12284 -8.39473
H -0.36565 1.86191 -8.27469
H -1.15081 0.39270 -8.47681
H -1.41163 1.29085 -6.94999
C 7.53651 -11.93582 1.14022
C 6.40323 -12.67949 1.59615
C 5.09945 -12.40255 1.17898
C 4.83485 -11.33288 0.35668
C 5.94580 -10.53406 -0.08087
C 7.28859 -10.86490 0.27308
C 5.74518 -9.27170 -0.90032
O 6.65133 -8.44919 -1.29667
C 4.36832 -9.00915 -1.40561
C 4.08623 -7.90532 -2.26465
C 2.86798 -7.63857 -2.81032
C 1.76635 -8.35586 -2.35689
C 1.98890 -9.44121 -1.52135
C 3.24347 -9.84740 -1.08857
C 3.48410 -10.97480 -0.07028
O 2.46271 -11.54321 0.46619
H 8.48887 -12.05938 1.63433
H 6.71703 -13.45754 2.27627
H 4.29025 -13.00329 1.56719
H 8.10054 -10.19511 0.03117
H 4.95766 -7.34012 -2.56056
H 2.72958 -6.85588 -3.54152
H 0.76181 -8.14600 -2.69342
H 1.15784 -9.92031 -1.02517
C -5.72384 4.34536 1.33346
C -6.47101 5.50345 1.31252
C -6.60732 6.21311 0.10540
C -5.96757 5.84766 -1.08754
C -5.14316 4.66417 -1.01390
C -5.02407 3.95446 0.21433
C -4.48382 4.17094 -2.26978
O -3.60945 3.26691 -2.25903
C -4.92202 4.89073 -3.52381
C -4.37672 4.36768 -4.67490
C -4.64513 4.84906 -5.98516
C -5.53854 5.94985 -6.03939
C -6.10354 6.48100 -4.83241
C -5.70821 6.01942 -3.59861
C -6.21693 6.62895 -2.33991
O -6.98542 7.55151 -2.38936
H -5.73888 3.72799 2.21948
H -7.16846 5.72613 2.10648
H -7.34231 6.99639 0.21791
H -4.48419 3.01996 0.25481
H -3.65303 3.56753 -4.62562
H -4.32129 4.48762 -6.94999
H -5.78737 6.47743 -6.94831
H -6.62306 7.42638 -4.88489
C 5.74176 0.30551 -5.95578
C 5.75559 0.61265 -7.33092
C 4.86760 1.50762 -7.84226
C 3.87712 2.14486 -7.05724
C 3.90702 1.86696 -5.65568
C 4.86425 0.93799 -5.17333
C 2.87880 2.44078 -4.67400
O 2.94225 2.26850 -3.47773
C 1.83172 3.25212 -5.36365
C 0.67833 3.49490 -4.54113
C -0.36556 4.23288 -5.12716
C -0.27573 4.69421 -6.45911
C 0.75555 4.30587 -7.26075
C 1.82621 3.60281 -6.75745
C 2.97181 3.25496 -7.62535
O 3.10762 3.68017 -8.70852
H 6.40773 -0.46669 -5.59998
H 6.50309 0.19990 -7.99219
H 4.82318 1.75321 -8.89303
H 4.80550 0.63595 -4.13808
H 0.52991 3.13505 -3.53372
H -1.19105 4.20927 -4.43117
H -1.13035 5.11051 -6.97167
H 0.66703 4.57324 -8.30338
C 3.38152 -3.63888 6.77707
C 2.30906 -4.55211 6.96878
C 1.60991 -4.99335 5.89507
C 1.89751 -4.55136 4.58817
C 3.09428 -3.82989 4.38950
C 3.85015 -3.31691 5.52005
C 3.58696 -3.56353 2.94098
O 4.67999 -2.97511 2.66444
C 2.73323 -4.18463 1.80252
C 3.17812 -4.06869 0.45020
C 2.56048 -4.84908 -0.52429
C 1.34097 -5.50972 -0.25127
C 0.83502 -5.47436 1.05972
C 1.54136 -4.91522 2.13515
C 0.95203 -4.88386 3.48802
O -0.27798 -5.18362 3.67027
H 3.92798 -3.15531 7.57328
H 2.13559 -4.92435 7.96765
H 0.78638 -5.68297 6.00751
H 4.69080 -2.65573 5.36989
H 4.16907 -3.69190 0.24415
H 2.98286 -4.82160 -1.51789
H 0.74330 -5.93748 -1.04261
H -0.08128 -6.04190 1.12818
C 1.71507 4.25226 6.97903
C 1.87625 2.92711 7.42520
C 2.62214 2.00322 6.69053
C 3.08329 2.38299 5.42126
C 2.74078 3.63834 4.86146
C 2.19082 4.56954 5.67388
C 3.11412 4.05198 3.53125
O 2.98290 5.23004 3.15213
C 3.50438 2.94349 2.63607
C 3.47747 3.12877 1.21465
C 3.71802 2.01619 0.36465
C 4.19865 0.82628 0.91376
C 4.27910 0.61614 2.27363
C 3.89219 1.64626 3.14926
C 3.79277 1.37311 4.59296
O 4.20129 0.36570 5.15585
H 1.24596 4.88516 7.71780
H 1.57103 2.58647 8.40357
H 2.89169 1.06070 7.14376
H 1.85873 5.53185 5.31323
H 3.05179 4.09099 0.97108
H 3.51393 2.08723 -0.69351
H 4.23170 -0.03136 0.25820
H 4.59056 -0.33390 2.68206
C -0.23002 -1.74678 6.38202
C -1.35446 -2.62830 6.21547
C -2.46974 -2.42385 7.03808
C -2.58564 -1.37770 7.93130
C -1.41424 -0.49718 8.02126
C -0.24351 -0.68438 7.26796
C -1.43428 0.62609 9.08592
O -0.51939 1.41638 9.27204
C -2.66199 0.71370 9.95053
C -2.66900 1.64902 10.96626
C -3.79582 1.85913 11.78119
C -4.89378 1.06456 11.53559
C -4.89641 0.16497 10.44068
C -3.72881 -0.12399 9.81199
C -3.78566 -1.19767 8.76849
O -4.87235 -1.74713 8.52329
H 0.59291 -1.76953 5.68297
H -1.34275 -3.37430 5.43461
H -3.38041 -2.98132 6.87587
H 0.68147 -0.14129 7.39394
H -1.78296 2.22746 11.18245
H -3.57089 2.63592 12.49701
H -5.80887 1.12176 12.10631
H -5.80821 -0.40948 10.36970
C 4.18445 -7.87617 -8.74865
C 5.07888 -7.95234 -7.68183
C 4.94018 -7.10967 -6.57927
C 4.20481 -5.91896 -6.76183
C 3.29392 -5.79472 -7.84896
C 3.27674 -6.83324 -8.80313
C 2.55272 -4.50118 -8.16836
O 1.95430 -4.25813 -9.29559
C 2.61315 -3.43633 -7.11397
C 1.99344 -2.21341 -7.27374
C 2.07666 -1.21198 -6.29131
C 2.78424 -1.42413 -5.11969
C 3.37051 -2.65993 -4.88663
C 3.43576 -3.65138 -5.90519
C 4.23371 -4.92127 -5.61570
O 4.99971 -5.02332 -4.64958
H 4.29126 -8.71353 -9.42231
H 5.72760 -8.80650 -7.55542
H 5.55028 -7.18523 -5.69131
H 2.55924 -6.90641 -9.60702
H 1.32464 -2.03130 -8.10195
H 1.57381 -0.27219 -6.46548
H 2.89146 -0.58038 -4.45412
H 3.92047 -2.76290 -3.96286
C -4.08607 3.14056 7.11376
C -2.90568 3.46711 7.76099
C -2.10013 4.43648 7.23031
C -2.48150 5.34555 6.23305
C -3.78931 5.06988 5.65409
C -4.52269 3.92770 6.06108
C -4.41090 6.03317 4.66209
O -5.57489 5.99721 4.28353
C -3.40651 7.02012 3.99758
C -3.83014 7.69540 2.85039
C -3.02230 8.59811 2.20714
C -1.81801 8.96274 2.83802
C -1.38992 8.30566 3.97820
C -2.17289 7.29274 4.58229
C -1.64672 6.52000 5.72241
O -0.52772 6.79787 6.08786
H -4.73268 2.36917 7.50526
H -2.62549 3.01290 8.69992
H -1.09184 4.46764 7.61604
H -5.52010 3.75285 5.68560
H -4.85084 7.62763 2.50400
H -3.37444 9.26104 1.43065
H -1.10083 9.72766 2.57928
H -0.36240 8.47024 4.26719
C -0.87419 3.68603 2.98354
C -0.57372 2.73208 3.92740
C -0.06279 1.49959 3.51584
C 0.11025 1.24661 2.12453
C -0.22940 2.20045 1.18459
C -0.72229 3.47693 1.58962
C 0.02366 1.99611 -0.22443
O -0.15836 2.89615 -1.09761
C 0.19662 0.55099 -0.59327
C 0.12879 0.25907 -1.98967
C 0.17414 -1.14084 -2.40699
C 0.41796 -2.11600 -1.44026
C 0.59917 -1.79380 -0.10464
C 0.47822 -0.46918 0.31318
C 0.59774 -0.08648 1.74136
O 1.05104 -0.91393 2.54186
H -1.12126 4.70032 3.26025
H -0.64438 3.02866 4.96348
H 0.37313 0.81702 4.23031
H -1.04059 4.23623 0.89065
H -0.03886 1.08198 -2.66873
H -0.17740 -1.54986 -3.34268
H 0.35293 -3.18476 -1.58144
H 0.70967 -2.56983 0.63829
```

As for the spin multiplicity: 1. For the LUMO energy, the calculation gives -1.59 eV. As for the frontier orbital gap: 6.776 eV.

Atom charges from the Mulliken analysis, given in e for atoms 1 to 99: C -1.439; C 1.209; N 0.183; C 0.912; C -1.350; C 0.809; C -1.332; H 0.277; H 0.418; H 0.069; H -0.272; H -0.319; H 0.149; H -0.341; H 0.054; H 0.426; H 0.230; H -0.304; H -0.177; H 0.483; H 0.466; H -0.175; C -0.664; C -0.435; N -0.100; C 0.375; C -1.465; C -0.330; C -1.073; H -0.055; H -0.067; H 0.431; H 0.445; H 0.356; H 0.069; H -0.017; H 0.406; H 0.338; H 0.315; H 0.223; H 0.419; H 0.299; H 0.209; H 0.356; C 0.432; C -0.730; N 0.999; C -1.063; C -1.295; C -0.451; C -0.930; H -0.664; H -0.481; H 0.495; H 0.276; H 0.439; H 0.467; H 0.368; H 0.154; H 0.520; H 0.460; H 0.257; H 0.123; H -0.287; H 0.404; H 0.562; O -0.683; C 0.486; N -0.348; C -0.689; H 0.181; H 0.250; H 0.204; H 0.456; H 0.187; C -0.548; C -0.426; C -0.545; C 0.249; C 0.206; C -0.651; C 0.424; O -0.684; C 0.179; C -0.620; C -0.611; C -0.003; C -0.858; C 0.282; C 0.374; O -0.690; H 0.385; H 0.364; H 0.474; H 0.422; H 0.591; H 0.599; H 0.538; H 0.490